115
Properties=species:S:1:pos:R:3:forces:R:3:mulliken_charge:R:1 method="wB97M-V/def2-TZVPD" e_tot_ev=-131389.3771 multiplicity=2 homo_energy_ev="0.3 / -1.3" de_lowest_ev=0.000 s2=0.786 total_charge=-2 gap_ev="3.36 / 4.95"
Ru 0.378878 0.612024 -0.313506 -0.1024 -0.2548 -0.2477 1.714
C -7.141531 2.467762 -0.174701 -0.0028 -0.0076 -0.0186 -1.108
O -5.998126 2.040777 0.527977 0.0041 0.0226 0.0278 -0.343
C -6.087205 0.888491 1.254780 0.0200 -0.0221 -0.0120 1.025
C -7.267362 0.235567 1.549749 -0.0024 -0.0035 0.0031 -0.428
C -7.242518 -0.947785 2.289413 -0.0081 0.0041 -0.0077 -0.790
C -6.032423 -1.460964 2.709048 0.0004 0.0051 -0.0023 -1.301
C -4.837897 -0.807970 2.410402 -0.0227 -0.0234 0.0595 -0.346
C -4.845206 0.376993 1.687754 -0.0259 0.0015 -0.0018 0.322
N -3.717728 1.113183 1.333418 -0.0444 0.0039 -0.0267 0.038
C -2.403530 0.608463 1.259728 0.2777 -0.3603 -0.0039 -2.432
N -1.937428 0.245977 2.471772 0.0171 -0.0142 -0.0249 1.397
C -0.742932 -0.386956 2.910154 0.0805 0.0552 0.0223 -1.018
C 0.541006 0.150798 2.669948 0.1962 0.0743 -0.1836 -0.096
C 1.609684 -0.442380 3.373046 -0.0603 0.0851 0.0542 -0.583
C 1.430499 -1.501977 4.239538 -0.0350 0.0023 -0.0142 -1.031
C 0.164229 -2.033959 4.450837 0.0299 -0.0053 0.0406 -0.454
C -0.903402 -1.455467 3.791863 -0.0146 0.0109 -0.0702 0.467
O -2.192475 -1.922777 4.050236 -0.0419 0.0324 -0.0090 -0.533
C -2.715577 -1.417544 5.265062 0.0306 -0.0434 -0.0069 -0.884
N -1.768944 0.515209 0.139866 -0.0245 0.2913 -0.1152 1.476
C -2.567041 0.744881 -1.031999 0.0234 0.0285 0.0424 1.059
C -2.720193 2.067775 -1.455094 -0.0603 0.0965 0.0475 -0.788
C -3.423032 2.411048 -2.594945 0.0279 0.0143 0.0105 -1.435
C -3.986991 1.402680 -3.363209 -0.0062 -0.0181 -0.0360 -0.899
C -3.857186 0.088270 -2.961076 -0.0200 0.0224 0.0221 -0.779
C -3.171749 -0.270080 -1.795408 -0.1605 0.2771 0.0634 -0.463
O -3.209823 -1.607799 -1.569478 0.2805 -0.2878 0.1241 -0.524
C -2.849007 -2.205051 -0.320483 -0.1325 0.1285 -0.0863 -0.087
H -6.829939 3.325959 -0.764237 -0.0001 -0.0032 -0.0042 0.284
H -7.942904 2.767326 0.508107 0.0016 0.0042 -0.0022 0.362
H -7.507079 1.681969 -0.841976 -0.0044 -0.0010 0.0053 0.428
H -8.209708 0.634474 1.200681 -0.0014 -0.0029 0.0012 0.394
H -8.169725 -1.458638 2.515559 0.0002 0.0012 0.0007 0.354
H -5.995156 -2.389395 3.265412 -0.0025 -0.0004 0.0022 0.453
H -3.898474 -1.242640 2.725949 -0.0077 0.0183 -0.0038 0.517
H -3.913861 1.792299 0.613558 -0.0045 0.0187 -0.0740 0.646
H -2.564866 0.504739 3.213365 0.0430 0.1093 0.0261 0.591
H 2.602064 -0.067482 3.171746 0.0240 -0.0097 0.0419 0.298
H 2.290454 -1.943187 4.730084 0.0023 0.0030 -0.0025 0.372
H -0.009232 -2.876885 5.108294 0.0124 -0.0091 -0.0059 0.492
H -3.762664 -1.715842 5.316931 -0.0023 -0.0006 0.0072 0.266
H -2.649381 -0.324018 5.307920 -0.0136 0.0013 -0.0032 0.262
H -2.174846 -1.821597 6.126400 -0.0018 0.0062 0.0027 0.423
H -2.214755 2.828768 -0.870333 -0.0888 -0.0607 -0.0194 1.151
H -3.487375 3.449982 -2.892467 0.0091 -0.0046 0.0108 0.532
H -4.522255 1.634565 -4.276732 -0.0024 -0.0035 -0.0038 0.397
H -4.295223 -0.718207 -3.536237 0.0047 -0.0079 0.0034 0.466
H -2.991345 -3.273801 -0.482343 0.0302 0.0323 0.0252 0.320
H -3.533611 -1.880238 0.469628 0.0964 0.0135 -0.0653 0.187
H -1.818542 -2.007621 -0.041885 0.2013 0.0843 0.0077 -0.398
Cl 6.568645 -3.395179 0.505005 -0.0031 0.0046 -0.0018 -0.323
C 5.299405 -2.249682 0.049988 -0.0021 0.0209 0.0000 0.100
C 5.645901 -1.101136 -0.646848 0.0462 -0.0401 0.0078 -0.953
C 4.624402 -0.202802 -0.980599 0.0753 -0.0533 -0.1680 0.485
C 3.275944 -0.406882 -0.664039 -0.0704 -0.2888 -0.3298 -0.810
O 2.398108 0.486020 -1.001572 -0.2376 0.4074 0.1269 -0.162
C 2.937827 -1.635365 0.042222 -0.0797 -0.0212 0.0316 1.321
C 1.629861 -1.998623 0.393218 -0.1350 0.1779 -0.1599 -0.809
O 0.516857 -1.372175 0.133219 -0.1218 -0.3037 0.2234 -0.163
C 3.998530 -2.521537 0.396456 0.0236 -0.0035 -0.0086 -1.294
H 6.676927 -0.898747 -0.903989 0.0024 -0.0047 0.0025 0.361
H 4.880670 0.730277 -1.473749 -0.0180 -0.0482 0.0440 0.340
H 1.510896 -2.947195 0.929507 0.0111 0.0067 -0.0223 -0.089
H 3.761294 -3.430108 0.937836 -0.0024 0.0018 0.0032 0.358
C 1.993015 4.360181 -0.847411 0.0049 0.0077 -0.0098 -0.253
S 0.272793 4.079490 -1.184537 0.3995 -0.0055 -0.1469 1.581
O -0.462128 5.187180 -0.601130 -0.0637 -0.0094 0.0342 -0.834
O 0.158367 3.984525 -2.637699 -0.0307 0.0136 0.0301 -0.773
O -0.014892 2.808241 -0.495757 -0.0757 -0.0684 -0.0465 -0.544
H 2.322248 5.231244 -1.411884 -0.0092 0.0096 -0.0069 0.530
H 2.542444 3.466384 -1.144342 -0.0114 -0.0337 0.0042 -0.335
H 2.106986 4.527449 0.221763 -0.0210 0.0253 -0.0736 0.022
Cl 3.780311 1.339091 1.405646 -0.0011 0.4890 0.3902 -0.160
C 2.741551 2.583660 2.018401 0.2076 -0.0785 0.1195 1.275
C 3.352244 3.783809 2.352846 0.0479 -0.0099 0.0849 -0.672
C 2.610215 4.819838 2.888823 -0.0199 -0.0418 -0.0056 -0.558
C 1.255038 4.627751 3.093349 0.0460 -0.0155 -0.0314 -0.565
C 0.668953 3.420649 2.748301 -0.0119 -0.0846 -0.1511 1.547
Cl -1.045086 3.329508 3.028476 -0.1201 -0.2457 -0.0525 -0.300
C 1.362112 2.329246 2.169035 0.2540 0.0350 -0.0539 -2.995
N 0.743116 1.161113 1.745750 -0.5462 -0.0662 0.4146 1.511
H 4.416512 3.883911 2.185734 0.0053 0.0077 0.0061 0.400
H 3.077162 5.764830 3.135620 0.0009 0.0044 0.0092 0.333
H 0.629950 5.412806 3.495710 0.0041 0.0051 -0.0006 0.403
C 3.343966 3.572727 -4.638452 -0.0092 0.0314 -0.0441 -1.646
C 3.240858 2.137039 -5.077471 -0.0217 0.0322 -0.0609 0.730
C 3.411739 1.101984 -4.167277 -0.0053 0.0012 0.1499 0.431
C 3.267694 -0.225035 -4.542022 -0.0697 -0.0305 -0.0428 -0.583
C 2.875776 -0.538385 -5.836129 -0.1056 -0.0105 0.0729 0.095
N 2.555513 -1.863418 -6.237782 0.0489 -0.0300 -0.0100 -0.098
C 1.999018 -2.917083 -5.539540 -0.1898 0.0885 -0.0402 0.153
O 2.192410 -4.066840 -5.916878 0.0532 -0.0017 0.0522 -0.761
N 1.182563 -2.655880 -4.465363 0.0765 0.0440 -0.0288 0.011
C 0.557131 -1.440052 -4.087693 0.1225 0.0320 -0.1135 -0.427
C 0.003910 -0.580010 -5.025031 0.0792 -0.0151 -0.0032 -0.299
C -0.425323 0.658814 -4.589788 0.0117 0.0107 -0.0793 -1.852
C -0.339221 0.980314 -3.248973 -0.1115 0.0138 0.1320 -0.124
N 0.088503 0.107619 -2.329336 0.0514 -0.0934 0.0402 2.326
C 0.545350 -1.076895 -2.751150 0.0721 0.0260 0.0072 -0.841
C 2.743490 0.483613 -6.772596 -0.0432 0.0253 0.0511 -0.329
C 2.938893 1.803742 -6.397846 0.0395 -0.0457 0.0583 -0.708
H 3.697991 3.637511 -3.610936 0.0056 -0.0017 0.0140 0.308
H 2.368641 4.062070 -4.672776 -0.0300 -0.0265 0.0428 0.282
H 4.029420 4.136820 -5.276642 -0.0003 -0.0104 -0.0044 0.445
H 3.621642 1.312160 -3.122568 -0.0553 0.0124 -0.1030 -0.427
H 3.424981 -0.994016 -3.797343 -0.0692 -0.0886 0.0317 0.787
H 2.947679 -2.179325 -7.109606 0.0498 -0.0440 0.0571 0.258
H 1.034312 -3.463650 -3.882486 -0.0257 -0.0047 -0.0360 0.271
H -0.023511 -0.852672 -6.071597 -0.0009 -0.0245 -0.0248 0.463
H -0.809502 1.395346 -5.282627 0.0042 -0.0021 0.0003 0.477
H -0.609625 1.963273 -2.895345 0.0469 -0.0202 -0.0041 0.137
H 0.939330 -1.735996 -1.988566 0.0142 0.0222 0.0033 0.256
H 2.438075 0.239407 -7.784775 -0.0041 0.0060 0.0067 0.378
H 2.812455 2.589729 -7.135373 -0.0017 0.0059 0.0115 0.339